(1)
ORCA calculation (wB97M-V/def2-TZVPD) on a cluster of 2 separate species, C4H14N3 in total in a non-equilibrium geometry.

ORCA input file:
```
! RIJCOSX wB97M-V def2-TZVPD def2/J DEFGRID3
* xyz 1 1
C -2.939 -0.324 1.191
C 2.215 -0.351 0.666
C 1.738 -1.743 -1.375
C -0.101 1.303 -0.178
N -1.108 2.063 -0.738
N 0.520 0.263 -0.907
N 1.373 -0.547 -0.509
H -3.902 -0.790 0.826
H -3.052 -0.306 2.274
H -2.796 0.644 0.801
H 2.317 0.675 1.054
H 1.889 -1.025 1.554
H 3.250 -0.802 0.476
H 1.478 -1.347 -2.378
H 2.761 -2.086 -1.177
H 0.936 -2.480 -1.260
H -0.592 0.896 0.731
H 0.537 1.960 0.368
H -1.596 1.722 -1.594
H -1.903 -0.789 0.926
H -1.025 3.064 -0.752
*
```

## Properties
Relative energy (zero: lowest compared OMol25 entry of this formula, charge and spin) ... 103.0 kcal per mole
HOMO-LUMO gap ... 0.295 Ha
HOMO level ... -13.455 eV
Energy ... -8835.557 eV
Max |F| ... 3.6 eV Å⁻¹

(2)
ORCA calculation (wB97M-V/def2-TZVPD) on a cluster of 2 separate species, CH3N2O in total in a non-equilibrium geometry.

ORCA input file:
```
! RIJCOSX wB97M-V def2-TZVPD def2/J DEFGRID3
* xyz 1 1
C 0.488 -0.239 0.063
N -0.424 0.228 -2.100
N -0.038 -0.014 -1.102
O -0.751 0.953 0.967
H 1.452 0.211 0.231
H 0.520 -1.290 0.547
H -1.247 0.151 1.395
*
```

## Properties
Relative energy (zero: lowest compared OMol25 entry of this formula, charge and spin) ... 87.8 kcal per mole
HOMO-LUMO gap (alpha / beta) ... 0.354 / 0.354 Ha
HOMO level (alpha / beta) ... -17.506 / -17.508 eV
Energy ... -6100.977 eV
Max |F| ... 7.4 eV Å⁻¹

(3)
ORCA calculation (wB97M-V/def2-TZVPD) on a structure of composition C7H15HgN2 in a non-equilibrium geometry.

ORCA input file:
```
! RIJCOSX wB97M-V def2-TZVPD def2/J DEFGRID3
* xyz -1 1
C -1.602 2.310 -2.142
Hg -0.180 0.577 -2.281
N 1.215 -1.560 -2.603
H -2.647 2.188 -4.661
H 2.196 -1.261 -2.568
H -2.946 2.350 -5.319
H -1.903 2.746 -3.089
H -1.018 3.029 -1.529
H -2.494 2.038 -1.558
H 1.055 -2.115 -1.753
H 1.155 -2.175 -3.411
C 0.813 -0.703 4.177
C 0.540 -0.565 2.716
C 1.485 0.055 1.909
C 1.281 0.085 0.530
N 0.200 -0.458 -0.051
C -0.736 -1.045 0.733
C -0.605 -1.105 2.116
H 1.743 -1.255 4.386
H 0.932 0.290 4.637
H -0.018 -1.240 4.649
H 2.405 0.430 2.332
H 2.029 0.524 -0.129
H -1.574 -1.494 0.185
H -1.327 -1.646 2.726
*
```

## Properties
Relative energy (zero: lowest compared OMol25 entry of this formula, charge and spin) ... 0.0 kcal per mole
HOMO-LUMO gap (alpha / beta) ... 0.183 / 0.132 Ha
HOMO level (alpha / beta) ... -1.167 / -0.189 eV
Energy ... -14653.807 eV
Max |F| ... 2.7 eV Å⁻¹

(4)
ORCA calculation (wB97M-V/def2-TZVPD) on an isolated molecule of C3H5N3S in a non-equilibrium geometry.

ORCA input file:
```
! RIJCOSX wB97M-V def2-TZVPD def2/J DEFGRID3
* xyz 0 1
C 0.110 1.449 -0.194
C 0.709 0.262 0.534
C 0.525 -1.009 -0.360
N -1.155 1.606 -0.254
N -0.718 -1.713 -0.094
N -1.818 -1.288 0.125
S -2.294 0.452 0.083
H 0.853 2.230 -0.606
H 1.830 0.269 0.777
H 0.208 -0.019 1.392
H 0.480 -0.605 -1.308
H 1.270 -1.635 -0.097
*
```

## Properties
Relative energy (zero: lowest compared OMol25 entry of this formula, charge and spin) ... 83.3 kcal per mole
HOMO-LUMO gap ... 0.328 Ha
HOMO level ... -8.636 eV
Energy ... -18494.285 eV
Structure (SMILES) ... C1=NSN=NCC1
Max |F| ... 4.2 eV Å⁻¹

(5)
ORCA calculation (wB97M-V/def2-TZVPD) on a structure of composition C39H41Cl6MoN7O9P.

ORCA input file:
```
! RIJCOSX wB97M-V def2-TZVPD def2/J DEFGRID3
* xyz 1 1
Mo -0.139 0.227 -0.273
O 3.424 -1.557 -1.779
C 2.395 -1.145 -1.065
O 1.737 -0.136 -1.325
C 1.982 -1.889 0.084
C 2.564 -3.036 0.598
C 2.023 -3.623 1.722
C 0.929 -3.009 2.310
C 0.390 -1.863 1.760
N 0.882 -1.302 0.628
C -0.655 -1.019 2.332
O -1.293 -1.297 3.442
O -0.883 0.048 1.777
H 3.523 -0.994 -2.563
H 3.425 -3.461 0.100
H 2.449 -4.523 2.140
H 0.509 -3.425 3.218
H -1.088 -2.178 3.781
Cl 1.821 -0.774 -7.406
C 1.093 -0.408 -5.897
C 0.905 -1.400 -4.943
Cl 1.382 -3.013 -5.293
C 0.339 -1.096 -3.703
Cl 0.020 -2.388 -2.610
C -0.016 0.219 -3.368
O -0.488 0.572 -2.165
C 0.108 1.189 -4.378
Cl -0.472 2.781 -4.101
C 0.665 0.888 -5.617
Cl 0.845 2.117 -6.799
O -5.910 -1.533 -0.333
C -5.889 -0.227 -0.543
O -6.878 0.401 -0.807
C -4.568 0.469 -0.407
C -4.400 1.840 -0.419
Cl -5.534 3.067 -0.669
N -3.082 2.121 -0.260
N -2.365 0.973 -0.215
C -3.257 -0.009 -0.284
C -2.724 -1.388 -0.170
O -3.455 -2.344 0.044
O -1.449 -1.448 -0.302
C -2.559 3.454 -0.166
C -3.160 4.328 0.727
C -2.850 5.676 0.658
C -1.938 6.132 -0.282
C -1.300 5.233 -1.124
C -1.602 3.880 -1.065
H -5.015 -1.901 -0.122
H -3.891 3.963 1.436
H -3.340 6.371 1.329
H -1.719 7.190 -0.353
H -0.581 5.593 -1.848
H -1.149 3.169 -1.735
N 0.689 1.758 0.345
P 1.652 2.900 0.874
N 1.715 4.058 -0.290
C 2.366 5.360 -0.106
C 3.752 5.422 -0.742
C 3.716 4.984 -2.204
C 3.059 3.613 -2.326
C 1.673 3.649 -1.698
N 1.201 3.632 2.272
C 1.222 2.774 3.478
C 1.018 3.622 4.722
C -0.377 4.260 4.725
C -0.891 4.433 3.293
C 0.251 4.756 2.340
N 3.153 2.310 1.278
C 3.512 0.896 1.215
C 4.534 0.556 2.290
C 5.841 1.317 2.058
C 5.561 2.733 1.529
C 4.157 3.187 1.901
H 2.405 5.601 0.957
H 1.717 6.110 -0.574
H 4.437 4.767 -0.195
H 4.141 6.438 -0.647
H 4.723 4.977 -2.622
H 3.139 5.707 -2.790
H 3.668 2.853 -1.822
H 2.967 3.316 -3.374
H 1.164 2.690 -1.778
H 1.064 4.381 -2.238
H 2.175 2.251 3.523
H 0.434 2.010 3.412
H 1.796 4.389 4.746
H 1.167 3.002 5.607
H -0.336 5.227 5.228
H -1.076 3.645 5.295
H -1.638 5.224 3.248
H -1.383 3.522 2.943
H 0.781 5.648 2.694
H -0.118 4.965 1.340
H 3.927 0.642 0.231
H 2.604 0.321 1.360
H 4.712 -0.522 2.294
H 4.112 0.803 3.269
H 6.460 0.774 1.341
H 6.413 1.360 2.986
H 5.653 2.758 0.440
H 6.287 3.446 1.920
H 3.992 4.210 1.574
H 4.045 3.196 2.993
*
```

## Properties
Relative energy (zero: lowest compared OMol25 entry of this formula, charge and spin) ... 0.0 kcal per mole
HOMO-LUMO gap (alpha / beta) ... 0.211 / 0.214 Ha
HOMO level (alpha / beta) ... -9.811 / -9.838 eV
Energy ... -156245.171 eV
Max |F| ... 0.7 eV Å⁻¹

(6)
ORCA calculation (wB97M-V/def2-TZVPD) on an isolated molecule of C5H8O2S in a non-equilibrium geometry.

ORCA input file:
```
! RIJCOSX wB97M-V def2-TZVPD def2/J DEFGRID3
* xyz 0 1
C -0.565 -1.604 -0.772
C 0.397 -0.501 -0.512
C 2.398 -0.747 1.233
C 0.073 0.712 -0.071
C -1.341 1.213 0.033
H -0.295 -2.100 -1.675
H -0.570 -2.283 0.126
H -1.567 -1.181 -0.969
H 1.423 -0.680 1.756
H 0.825 1.442 0.185
H -1.866 0.917 0.969
H -1.950 0.832 -0.786
H -1.269 3.014 -0.805
O 3.473 -0.702 1.775
O -1.296 2.629 0.092
S 2.130 -0.960 -0.578
*
```

## Properties
Relative energy (zero: lowest compared OMol25 entry of this formula, charge and spin) ... 30.4 kcal per mole
HOMO-LUMO gap ... 0.368 Ha
HOMO level ... -9.421 eV
Energy ... -20243.612 eV
Structure (SMILES) ... C/C(=C\CO)SC=O
Max |F| ... 1.4 eV Å⁻¹